Run a
2 unconnected molecules or ions with the total composition C7H16NS. Source: OMol25; level of theory: wB97M-V/def2-TZVPD.

Positions of all 25 atoms, in Å:
C 1.47152 1.30851 -0.40139
C 0.40262 1.90373 -0.93822
C -0.42058 -1.96873 0.72213
C 0.17088 1.89651 -2.41403
C -0.62273 2.59313 -0.09624
C -0.90072 -3.31533 0.37414
C -0.74619 -1.40744 2.04043
N 0.29109 -1.29223 -0.11211
S 1.78926 1.30845 1.36402
H 2.26488 0.89352 -0.99854
H 1.01944 1.49279 -2.95938
H -0.01510 2.91192 -2.75663
H -0.71540 1.30642 -2.65033
H -0.91806 1.98736 0.75794
H -1.50150 2.84268 -0.68230
H -0.20269 3.51842 0.29871
H -0.50591 -4.04310 1.08358
H -0.61173 -3.61020 -0.63175
H -1.98466 -3.36957 0.46422
H -0.30677 -2.03528 2.81727
H -1.82100 -1.43045 2.21237
H -0.37323 -0.39407 2.16492
H 0.64661 -0.33791 0.08050
H 0.53342 -1.67446 -1.01762
H 3.05656 0.91531 1.27829

Calculated values
total charge	+1
HOMO level	-12.02	eV
LUMO	-3.8	eV
HOMO-LUMO gap	8.18	eV

***

Run b
2 unconnected molecules or ions with the total composition C7H16NS. Source: OMol25; level of theory: wB97M-V/def2-TZVPD.

Positions of all 25 atoms, in Å:
C -2.45999 -0.90891 1.45959
C -2.35121 -0.18030 0.40059
C -3.05892 0.10398 -0.88328
C 2.76872 -0.08675 0.87486
C 1.00229 -1.26099 -1.28895
C 2.25343 0.77497 -0.30596
C -0.07195 0.52774 0.26506
N 0.89565 0.19348 -0.79132
S -0.27307 2.35181 0.47007
H -1.80335 -1.09890 2.22138
H -3.35114 -1.44271 1.57630
H -3.07484 -0.70332 -1.67845
H -4.10588 0.23767 -0.49171
H -2.82384 1.07410 -1.18169
H 2.82876 0.71502 1.68351
H 2.01182 -0.88477 0.98999
H 3.85663 -0.41755 0.76358
H 1.65300 -1.28911 -2.13071
H 1.34890 -1.85736 -0.49053
H -0.01195 -1.62693 -1.42998
H 3.05413 0.68042 -1.09221
H 2.16888 1.83162 -0.01075
H 0.19081 0.22006 1.31613
H 0.50971 0.80588 -1.57710
H -1.15660 2.24085 1.33159

Calculated values
total charge	+1
HOMO level (spin up / spin down)	-11.96 / -11.96	eV
LUMO (spin up / spin down)	-3.5 / -3.5	eV
HOMO-LUMO gap (spin up / spin down)	8.45 / 8.45	eV

***

Which of them is the most stable, and which is the least stable? run a and run b, in that order.

***

Run a
C17H20N2O3 in the gas phase. Source: OMol25; level of theory: wB97M-V/def2-TZVPD.

Positions of all 42 atoms, in Å:
C 2.88208 -0.77552 -2.98680
C 1.53518 -1.44826 -3.22469
C 1.43971 -2.78464 -2.48958
H 2.19839 -3.46627 -2.87850
C 0.06609 -3.44565 -2.63637
N -0.96125 -2.68964 -1.95595
C -1.44750 -3.04528 -0.75625
O -1.23823 -4.10361 -0.20666
C -2.33793 -1.95685 -0.12188
H -3.03251 -1.55101 -0.86488
H -2.87593 -2.38556 0.72427
O -1.54080 -0.90541 0.42332
C -1.10315 0.04799 -0.39494
O -1.34130 0.07303 -1.58461
C -0.23357 1.05343 0.26900
C 0.78131 1.57429 -0.49909
C 1.69078 2.49541 0.06300
N 1.59769 2.88921 1.30382
C 0.59737 2.42700 2.07773
C 0.52254 2.90577 3.40215
C -0.48014 2.49082 4.23228
C -1.44958 1.58815 3.77131
C -1.40193 1.09987 2.49359
C -0.37380 1.49060 1.61497
H -2.15587 0.40884 2.15329
H -2.24324 1.27891 4.43519
H -0.53797 2.85972 5.24560
H 1.27479 3.60896 3.72280
C 2.80637 3.04622 -0.76497
H 2.40585 3.57031 -1.63106
H 3.39841 3.73380 -0.16898
H 3.44246 2.23912 -1.12478
H 0.89129 1.26730 -1.52789
H -1.15203 -1.75510 -2.29755
H -0.20166 -3.53155 -3.69345
H 0.07820 -4.44012 -2.18523
H 1.64088 -2.63327 -1.42631
H 1.39544 -1.61479 -4.29534
H 0.73895 -0.78152 -2.88764
H 2.93796 0.17050 -3.52095
H 3.69356 -1.41219 -3.33260
H 3.02917 -0.58338 -1.92545

Calculated values
HOMO level	-8.97	eV
LUMO	-0.4	eV
HOMO-LUMO gap	8.61	eV
SMILES	CCCCNC(=O)COC(=O)c1cc(C)nc2ccccc12

***

Run b
C17H20N2O3 in the gas phase. Source: OMol25; level of theory: wB97M-V/def2-TZVPD.

Positions of all 42 atoms, in Å:
C 0.07315 -0.92427 2.37398
C 1.45539 -1.08182 1.74246
C 1.31811 -2.21204 0.68300
O 2.17185 -2.59567 -0.10554
N -0.03568 -2.65404 0.82826
C -0.84002 -1.87902 1.61799
O -2.07202 -1.90867 1.72847
H 0.01573 -1.21085 3.45117
H -0.40457 0.06256 2.27131
H 1.80906 -0.19727 1.19591
H 2.22207 -1.36402 2.47914
C -3.88885 -2.29061 -4.65849
C -2.94286 -1.80220 -3.56918
N -3.21238 -2.48745 -2.29600
C -2.23444 -2.60885 -1.34981
C -2.37734 -3.47613 -0.29997
C -1.15716 -3.88470 0.49396
C -1.34325 -4.66267 1.78312
C -0.33200 -4.77270 2.75909
C -0.46651 -5.64641 3.81917
C -1.63336 -6.43702 3.96229
C -2.67648 -6.24782 3.02345
C -2.55827 -5.28539 2.03498
C -4.50015 -3.14778 -2.10282
C -5.58372 -2.45160 -2.91754
O -5.26444 -2.27559 -4.28946
H -3.84299 -1.60659 -5.51924
H -3.58825 -3.31112 -4.95519
H -1.89876 -2.01637 -3.83522
H -3.07321 -0.70823 -3.45014
H -1.31486 -2.02021 -1.49115
H -3.45171 -3.81220 -0.13703
H -0.16630 -4.15158 -0.03873
H 0.61852 -4.21874 2.70342
H 0.35287 -5.80815 4.53300
H -1.70851 -7.16918 4.75964
H -3.55817 -6.90115 3.04121
H -3.39596 -5.04797 1.35087
H -4.48235 -4.22778 -2.35402
H -4.77480 -3.04899 -1.05010
H -6.51058 -3.04853 -2.87990
H -5.78447 -1.48140 -2.42815

Calculated values
HOMO level	-7.38	eV
LUMO	0.7	eV
HOMO-LUMO gap	8.07	eV
SMILES	O=C1CCC(=O)N1[C@H](/C=C/N1CCOCC1)c1ccccc1

***

Which of them is the most stable, and which is the least stable? run a and run b, in that order.

***

Run a
A molecular structure, C2H9N2. Source: OMol25; level of theory: wB97M-V/def2-TZVPD.

Positions of all 13 atoms, in Å:
C 1.13195 -0.38187 0.54470
N 0.03449 -1.31453 0.66706
C 0.49150 0.95455 0.20926
N -1.40010 0.26660 -1.37685
H 1.74903 -0.27927 1.54581
H 1.82208 -0.79429 -0.17673
H -0.86043 -1.03489 0.20211
H 0.05492 -1.90082 1.53206
H -0.55145 0.70299 -0.62767
H 0.03370 1.34482 1.12399
H -1.39986 0.51705 -2.35896
H -2.35742 0.32448 -1.12477
H 1.25158 1.59519 -0.16000

Calculated values
total charge	+1
HOMO level	-14.32	eV
LUMO	-8.6	eV
HOMO-LUMO gap	5.76	eV

***

Run b
2 unconnected molecules or ions with the total composition C2H9N2. Source: OMol25; level of theory: wB97M-V/def2-TZVPD.

Positions of all 13 atoms, in Å:
N -2.00252 1.00029 0.23844
H -2.40116 1.90371 0.00923
H -2.34400 0.81201 1.17840
H -2.46599 0.28997 -0.32377
H 0.23128 0.81732 0.28160
C 0.39821 -1.16132 0.75009
C 1.55910 0.04732 -1.01568
N 0.64150 -0.01892 -0.13710
H 1.06013 -1.97490 0.46653
H -0.61862 -1.52987 0.67547
H 0.68920 -0.88917 1.76254
H 1.60067 0.96309 -1.58959
H 2.10597 -0.85139 -1.25617

Calculated values
total charge	+1
HOMO level	-14.85	eV
LUMO	-5.0	eV
HOMO-LUMO gap	9.83	eV

***

Run c
2 unconnected molecules or ions with the total composition C2H9N2. Source: OMol25; level of theory: wB97M-V/def2-TZVPD.

Positions of all 13 atoms, in Å:
N -3.47682 -0.15884 0.23393
C 2.18572 0.79574 -0.08198
C 1.44182 -0.57416 0.18507
N 0.14701 -0.33293 -0.15340
H 1.57702 1.59235 0.33762
H -3.81675 0.76780 0.46364
H -2.49264 -0.05287 0.02481
H 2.20416 0.94641 -1.15941
H 3.21079 0.85378 0.27092
H 1.49278 -0.78007 1.28393
H 1.83683 -1.40822 -0.41884
H -3.93443 -0.44207 -0.61769
H -0.37551 -1.20693 -0.36860

Calculated values
total charge	+1
HOMO level	-13.58	eV
LUMO	-9.9	eV
HOMO-LUMO gap	3.72	eV

***

Which of them is the most stable, and which is the least stable? run b and run a, in that order.

***

Run a
2 unconnected molecules or ions with the total composition C2H9N2. Source: OMol25; level of theory: wB97M-V/def2-TZVPD.

Positions of all 13 atoms, in Å:
N -1.86151 0.87036 0.06536
H -1.88968 1.76780 -0.41301
H -1.64492 1.11338 1.03588
H -2.76422 0.40708 0.00950
H -1.05215 0.25830 -0.34948
C 0.70859 -0.91476 0.78657
C 1.62374 0.02777 -1.10395
N 0.55197 -0.09748 -0.44627
H 1.18236 -1.84747 0.52926
H -0.27735 -1.13058 1.20599
H 1.21892 -0.38932 1.59831
H 1.62659 0.30208 -2.15246
H 2.57765 -0.36715 -0.76571

Calculated values
total charge	+1
HOMO level	-14.93	eV
LUMO	-3.6	eV
HOMO-LUMO gap	11.33	eV

***

Run b
2 unconnected molecules or ions with the total composition C2H9N2. Source: OMol25; level of theory: wB97M-V/def2-TZVPD.

Positions of all 13 atoms, in Å:
N 0.60944 2.42829 0.83397
H -0.06519 0.65777 0.50798
H 1.08135 2.77818 1.67180
H -0.22550 2.95314 0.68929
H 1.24841 2.65709 0.06386
C -0.56792 -1.87178 -1.34370
C 0.21620 -1.02014 -0.54416
N -0.35748 -0.39185 0.67149
H -1.65446 -1.78694 -1.14053
H -0.15624 -2.23703 -2.23648
H 1.16277 -0.58241 -0.98450
H -1.27850 -0.58456 0.81795
H 0.23394 -0.75890 1.39957

Calculated values
total charge	+1
HOMO level	-14.75	eV
LUMO	-3.4	eV
HOMO-LUMO gap	11.37	eV

***

Which of them is the most stable, and which is the least stable? run a and run b, in that order.